Here is an isolated molecule of C2H2N4O2 in a non-equilibrium geometry from the OMol25 dataset. Energies are from ωB97M-V/def2-TZVPD.

Computed properties:
structure (SMILES) = O=c1ncn(O)nn1

Each line ends with the Löwdin charge.
Element x y z (Å)
1 O -2.842895 -0.135093 0.435088  0.10
2 C -1.743892 -0.159831 -0.091559  -0.54
3 N -1.099221 1.013578 -0.445012  0.16
4 C 0.161352 1.016698 -0.181000  -0.09
5 N 0.803520 -0.180027 0.130621  -0.17
6 O 2.179199 -0.123604 0.098452  0.04
7 N 0.229765 -1.413902 -0.273826  0.12
8 N -1.047625 -1.382696 -0.374566  0.12
9 H 0.909569 1.873235 -0.221132  0.16
10 H 2.450229 -0.508361 0.922932  0.11

Cartesian forces, eV/Å:
1.74 -0.71 -0.96
-1.59 0.47 1.06
1.24 0.93 0.31
0.75 -0.62 -0.39
-0.91 -0.27 -0.28
-0.46 -0.02 -0.76
-1.90 1.88 0.31
2.18 -0.43 0.05
-1.44 -0.90 -0.15
0.38 -0.34 0.80

---

Here is an isolated ion of composition CH4N5O and charge +1 in a non-equilibrium geometry from the OMol25 dataset. Energies are from ωB97M-V/def2-TZVPD.

Computed properties:
net charge = +1
structure (SMILES) = CO[n+]1nn[nH]n1

Each line ends with the Löwdin charge.
Element x y z (Å)
1 C 1.908389 -0.015300 -0.053835  -0.04
2 O 0.903242 0.793904 0.476080  0.04
3 N -0.251022 0.303668 0.192124  -0.14
4 N -0.514431 -0.906402 -0.059425  0.13
5 N -1.763934 -1.049366 -0.233612  0.13
6 N -2.279699 0.147261 -0.085277  0.04
7 N -1.448734 1.108367 0.187233  0.28
8 H 2.128894 -1.037017 0.432966  0.14
9 H 2.821605 0.422484 0.217937  0.09
10 H 1.773766 -0.121889 -1.123292  0.11
11 H -3.278075 0.354288 0.049104  0.21

Cartesian forces, eV/Å:
2.28 -3.16 -0.13
-0.29 0.93 0.89
-5.12 3.07 0.13
1.34 -1.86 -0.30
-1.40 -0.24 -0.15
0.19 1.28 0.88
3.17 -2.37 0.02
-1.55 1.25 -0.53
1.05 1.48 -0.13
0.15 0.01 -0.14
0.17 -0.39 -0.55

---

Here is an isolated molecule of C3H8OS in a non-equilibrium geometry from the OMol25 dataset. Energies are from ωB97M-V/def2-TZVPD.

Computed properties:
structure (SMILES) = C[C@H](S)CO

Each line ends with the Löwdin charge.
Element x y z (Å)
1 C -0.291022 -1.663452 -0.103634  -0.11
2 C -0.104933 -0.160418 -0.472650  -0.68
3 S 1.447057 0.284278 -1.359239  0.72
4 C -0.204204 0.705230 0.819232  -0.39
5 O -0.382100 2.048413 0.682448  -0.07
6 H -1.331353 -1.935951 0.006952  0.07
7 H 0.046682 -2.327803 -0.893682  0.06
8 H 0.345287 -1.888675 0.779773  0.09
9 H -0.817955 0.170673 -1.205752  0.07
10 H 1.317850 1.669130 -1.249781  -0.13
11 H -1.041386 0.309333 1.405088  0.12
12 H 0.656933 0.342351 1.469414  0.13
13 H 0.359143 2.446891 0.121831  0.10

Cartesian forces, eV/Å:
1.48 0.71 -0.39
-0.14 0.58 0.57
0.34 0.50 0.26
0.54 -3.22 0.78
1.47 2.02 -1.34
-0.27 0.32 0.54
0.30 0.07 -0.26
-0.71 0.01 -0.34
-0.89 -0.10 0.05
0.03 -1.32 -0.20
-0.37 0.29 -0.28
-0.32 0.97 -0.70
-1.46 -0.85 1.30

---

Here is an isolated molecule of C22H28ClN3O3S from the OMol25 dataset. Energies are from ωB97M-V/def2-TZVPD.

Computed properties:
structure (SMILES) = CN(C)[C@@H](CNC(=O)C1CCN(S(=O)(=O)c2ccc(Cl)cc2)CC1)c1ccccc1

Each line ends with the Löwdin charge.
Element x y z (Å)
1 C 5.553042 -0.014517 2.102004  -0.09
2 N 5.271881 0.961674 1.068627  -0.22
3 C 5.774453 2.264856 1.451570  -0.10
4 C 3.879015 1.008402 0.621252  -0.28
5 C 3.560058 -0.229479 -0.237885  -0.12
6 N 2.174020 -0.238218 -0.642427  0.08
7 C 1.310443 -1.193498 -0.230984  -0.48
8 O 1.662816 -2.174310 0.387618  0.07
9 C -0.135173 -0.956958 -0.660284  -0.24
10 C -1.086936 -1.640175 0.322759  -0.12
11 C -2.529290 -1.527022 -0.160707  -0.20
12 N -2.640269 -2.072642 -1.491375  -0.24
13 S -4.159899 -2.521818 -1.983666  0.66
14 O -4.034594 -3.097065 -3.288456  -0.28
15 O -4.747015 -3.287340 -0.927284  -0.27
16 C -5.055467 -0.969377 -2.125589  -0.26
17 C -5.722775 -0.469944 -1.023184  -0.05
18 C -6.359249 0.756585 -1.104938  -0.09
19 C -6.310334 1.465477 -2.298007  -0.67
20 Cl -7.098160 2.995008 -2.406408  0.69
21 C -5.644219 0.961820 -3.407547  -0.09
22 C -5.011251 -0.265845 -3.314248  -0.05
23 C -1.810699 -1.413669 -2.468090  -0.20
24 C -0.345706 -1.549906 -2.059327  -0.11
25 C 2.871015 1.216162 1.735269  -0.19
26 C 2.431872 2.506031 2.015548  -0.05
27 C 1.544340 2.747616 3.048890  -0.08
28 C 1.075619 1.696367 3.817513  -0.09
29 C 1.502872 0.408285 3.545155  -0.07
30 C 2.397372 0.168012 2.516546  -0.04
31 H 6.633316 -0.060779 2.237352  0.09
32 H 5.092338 0.235945 3.068610  0.09
33 H 5.209578 -0.997303 1.792130  0.08
34 H 6.843383 2.180430 1.643459  0.08
35 H 5.291036 2.667292 2.354500  0.09
36 H 5.628250 2.967059 0.631727  0.09
37 H 3.817179 1.879273 -0.046252  0.14
38 H 3.719433 -1.157742 0.309530  0.11
39 H 4.214835 -0.226243 -1.114298  0.13
40 H 1.824426 0.584058 -1.107844  0.15
41 H -0.339673 0.119839 -0.685276  0.15
42 H -0.805918 -2.690158 0.400520  0.13
43 H -0.991941 -1.185653 1.310032  0.13
44 H -2.846465 -0.469808 -0.146250  0.13
45 H -3.197951 -2.107760 0.474654  0.12
46 H -5.752934 -1.059217 -0.120656  0.12
47 H -6.890879 1.160568 -0.257928  0.11
48 H -5.627650 1.523574 -4.328130  0.11
49 H -4.499921 -0.699265 -4.158987  0.12
50 H -2.077297 -0.345844 -2.552476  0.13
51 H -1.996099 -1.904859 -3.423562  0.12
52 H -0.080882 -2.607203 -2.035977  0.14
53 H 0.288849 -1.046614 -2.791000  0.12
54 H 2.786397 3.332813 1.414454  0.11
55 H 1.216853 3.757224 3.251187  0.10
56 H 0.379508 1.880626 4.622569  0.10
57 H 1.139044 -0.418829 4.136761  0.11
58 H 2.705398 -0.845933 2.318803  0.11

Cartesian forces, eV/Å:
0.03 0.03 -0.02
-0.05 0.04 -0.21
0.02 -0.03 -0.01
0.01 -0.24 -0.13
0.20 0.12 0.06
0.30 0.29 -0.17
-0.46 0.45 -0.33
0.04 -0.43 0.26
0.12 -0.44 0.17
-0.08 0.17 -0.17
0.00 0.07 0.67
-0.80 -0.53 -0.28
0.07 0.17 0.01
0.08 0.28 -0.12
-0.01 0.26 0.20
0.35 -0.65 0.06
-0.05 -0.01 0.10
0.03 0.05 -0.10
0.14 -0.29 0.02
-0.10 0.20 -0.02
-0.03 0.03 0.10
0.02 0.01 -0.11
0.37 0.06 -0.58
-0.24 0.21 0.04
0.06 0.20 -0.07
0.02 -0.07 -0.03
-0.08 0.10 0.07
-0.06 0.07 0.05
-0.01 -0.09 0.06
0.00 0.05 0.00
0.02 -0.06 0.04
0.01 -0.03 0.01
-0.01 -0.12 0.07
0.04 0.07 0.03
0.01 0.02 0.02
0.01 0.08 -0.01
-0.02 -0.06 0.10
0.06 0.07 -0.06
0.01 -0.03 0.14
-0.15 -0.11 0.07
0.02 0.00 -0.02
0.00 0.00 0.06
-0.02 -0.04 0.03
-0.01 -0.06 0.01
0.08 0.15 0.13
-0.06 -0.01 0.15
-0.05 0.04 0.05
-0.01 0.05 -0.07
0.03 0.02 -0.16
0.02 -0.05 -0.02
0.14 0.16 -0.03
0.05 -0.05 -0.04
-0.01 -0.03 -0.04
0.05 0.06 -0.07
-0.03 0.07 0.02
-0.05 0.01 0.06
-0.03 -0.08 0.06
0.04 -0.15 -0.07

---

Here is an isolated molecule of C3H6N2O2 from the OMol25 dataset. Energies are from ωB97M-V/def2-TZVPD.

Computed properties:
structure (SMILES) = [H]/N=C/OCC(N)=O

Each line ends with the Löwdin charge.
Element x y z (Å)
1 H 3.237690 0.279165 -1.262434  0.05
2 N 2.287660 0.079543 -0.972815  0.11
3 C 2.010361 0.657091 0.116487  -0.30
4 O 0.805835 0.571737 0.691558  -0.03
5 C -0.123392 -0.220573 -0.006510  -0.14
6 C -1.520314 0.336015 0.171325  -0.51
7 N -2.325041 -0.724900 0.447109  0.16
8 O -1.840974 1.498287 0.059116  0.08
9 H 2.652794 1.281574 0.737963  0.14
10 H 0.109532 -0.252591 -1.070971  0.12
11 H -0.079478 -1.245304 0.372665  0.13
12 H -3.326179 -0.644303 0.431792  0.11
13 H -1.888490 -1.615744 0.284718  0.09

Cartesian forces, eV/Å:
0.05 0.02 0.05
0.15 0.17 0.27
0.24 -0.01 -0.22
0.07 0.14 0.01
0.09 0.09 -0.24
0.11 -0.08 0.06
-0.44 0.11 -0.06
0.04 -0.47 0.17
0.08 -0.03 -0.15
0.02 0.09 -0.01
0.25 0.10 0.00
-0.07 0.04 -0.09
-0.58 -0.17 0.21

---

Here is a 2-piece molecular cluster, C2H6N3OS overall in a non-equilibrium geometry from the OMol25 dataset. Energies are from ωB97M-V/def2-TZVPD.

Computed properties:
net charge = +1

Each line ends with the Löwdin charge.
Element x y z (Å)
1 C -1.575030 0.177201 0.114105  -0.44
2 C -0.439636 -1.605726 -1.091377  -0.45
3 N -1.463012 0.441283 -1.119251  -0.01
4 N 0.243934 -2.645604 -1.521076  0.20
5 N 0.211775 1.655834 0.880514  0.03
6 O -0.874428 -0.473878 -1.875459  0.01
7 S -0.889768 -1.362902 0.604501  1.14
8 H -2.141380 0.781984 0.772655  0.09
9 H 0.507392 -3.432339 -0.963674  0.14
10 H 0.312644 -2.789393 -2.517875  0.15
11 H 0.238023 2.587371 0.524476  0.05
12 H 1.076387 1.215828 1.166322  0.05
13 H -0.397837 1.661095 1.675999  0.02

Cartesian forces, eV/Å:
0.36 -1.06 -1.22
-0.89 2.06 1.20
-2.00 1.59 0.45
-0.93 1.40 -1.35
-0.14 -0.89 0.49
2.48 -4.70 1.13
0.24 -0.25 -1.76
-0.31 0.41 0.41
-0.04 -0.15 0.65
0.21 0.10 -0.25
0.72 0.49 -0.19
0.29 0.76 -0.15
0.00 0.24 0.58

---

The records above give, respectively, HOMO level values of -10.268 -16.453 -9.191 -8.702 -10.002 -13.427 eV.